This record from OMol25 describes a structure of composition C16H51N15NaO14. The level of theory is ωB97M-V/def2-TZVPD.

Output
Lowest unoccupied orbital energy ... 1.645 eV
HOMO level ... -6.360 eV

Geometry as ORCA input:
```
! RIJCOSX wB97M-V def2-TZVPD def2/J DEFGRID3
* xyz -1 1
Na -1.14 -0.04 2.07
C 0.78 -1.25 0.32
O 0.40 -1.84 1.34
O 0.17 -0.20 -0.04
O 1.74 -1.66 -0.40
C -2.26 6.73 3.23
O -2.93 5.62 2.57
C -4.23 5.99 2.08
C -4.84 4.76 1.37
N -4.08 4.52 0.15
C -4.84 3.81 -0.85
C -3.97 3.15 -1.91
O -3.33 2.05 -1.29
C -2.27 1.53 -2.00
H -2.75 6.94 4.19
H -2.16 7.62 2.61
H -1.25 6.39 3.44
H -4.24 6.94 1.54
H -4.94 6.25 2.86
H -5.89 4.95 1.15
H -4.63 3.98 2.10
H -3.26 3.95 0.29
H -5.43 4.59 -1.33
H -5.56 3.11 -0.43
H -3.28 3.86 -2.38
H -4.62 2.76 -2.69
H -2.66 1.19 -2.96
H -1.81 0.66 -1.52
H -1.48 2.24 -2.23
C -0.32 -3.71 4.36
O -0.69 -4.20 5.41
N 0.94 -3.70 3.92
N -1.06 -3.22 3.45
H 1.14 -3.48 2.96
H 1.61 -3.93 4.65
H -2.05 -3.27 3.61
H -0.67 -2.67 2.69
C -0.98 3.10 0.99
O -1.78 2.40 1.62
N -0.02 2.64 0.20
N -1.11 4.36 0.78
H 0.01 1.63 0.10
H 0.47 3.22 -0.46
H -1.73 4.89 1.37
H -0.41 4.78 0.19
C 4.65 -1.92 1.91
O 5.66 -1.87 2.57
N 4.49 -1.36 0.79
N 3.56 -2.56 2.28
H 5.24 -0.78 0.44
H 3.67 -1.38 0.19
H 3.53 -3.03 3.18
H 2.84 -2.30 1.62
C 0.46 -5.22 -0.77
O -0.18 -6.10 -1.36
N 1.40 -4.49 -1.38
N 0.04 -4.72 0.33
H 1.62 -4.79 -2.31
H 1.65 -3.62 -0.90
H -0.89 -4.90 0.66
H 0.53 -3.91 0.70
C 0.52 -2.53 -3.75
O 0.44 -2.94 -4.91
N -0.45 -1.92 -3.06
N 1.66 -2.16 -3.27
H -0.17 -1.53 -2.17
H -1.33 -1.71 -3.51
H 2.46 -2.32 -3.86
H 1.64 -1.93 -2.29
C 4.43 -3.98 -3.17
O 3.44 -4.58 -3.56
N 4.38 -3.08 -2.23
N 5.58 -4.15 -3.74
H 5.26 -2.61 -2.08
H 3.55 -2.73 -1.76
H 6.34 -3.53 -3.49
H 5.86 -4.72 -4.52
C 2.40 1.34 -2.37
O 2.96 1.89 -3.29
N 3.00 0.86 -1.33
N 1.10 1.13 -2.35
H 2.45 0.23 -0.77
H 4.01 0.97 -1.32
H 0.77 0.54 -1.60
H 0.57 1.28 -3.20
C -3.50 -1.61 -0.83
O -2.48 -1.22 0.04
H -4.49 -1.63 -0.38
H -3.70 -0.92 -1.65
H -3.27 -2.58 -1.27
H -1.62 -1.26 -0.38
C 2.10 0.81 2.77
O 1.11 -0.05 3.37
H 1.74 1.38 1.91
H 2.33 1.46 3.61
H 2.92 0.19 2.42
H 1.16 -0.86 2.87
*
```

This record from OMol25 describes a cluster of 8 separate species, C16H51N3O10 in total. The level of theory is ωB97M-V/def2-TZVPD.

Output
Lowest unoccupied orbital energy ... 0.276 eV
Energy relative to the best compared isomer or geometry (same formula, charge and spin) ... 39.5 kcal/mol
HOMO level ... -9.080 eV
SMILES ... COC[C@H](C)N.COC[C@H](C)N.COC[C@H](C)N.OCCO.OCCO.O.O.O

Geometry as ORCA input:
```
! RIJCOSX wB97M-V def2-TZVPD def2/J DEFGRID3
* xyz 0 1
C 6.40 -2.70 0.79
C 5.20 -2.26 1.64
C 3.85 -2.60 0.99
O 3.79 -2.12 -0.34
C 3.69 -0.71 -0.38
N 5.30 -2.90 2.97
H 7.26 -2.38 1.41
H 6.55 -2.23 -0.18
H 6.74 -3.74 0.81
H 5.28 -1.19 1.82
H 3.07 -2.07 1.54
H 3.72 -3.68 1.05
H 4.63 -0.20 -0.12
H 2.99 -0.37 0.40
H 3.37 -0.30 -1.34
H 4.65 -3.69 2.99
H 6.22 -3.29 3.08
C -3.60 1.20 -0.54
C -4.06 1.51 0.88
C -4.54 2.93 1.18
O -3.50 3.92 1.09
C -3.59 5.00 1.99
N -5.12 0.58 1.25
H -2.75 1.78 -0.88
H -4.43 1.35 -1.23
H -3.28 0.15 -0.53
H -3.27 1.30 1.61
H -4.85 2.96 2.23
H -5.31 3.19 0.45
H -2.80 5.73 1.79
H -3.46 4.75 3.05
H -4.56 5.48 1.88
H -4.87 -0.31 0.84
H -6.03 0.76 0.84
C -4.03 -1.43 -2.71
C -3.03 -2.57 -2.31
C -2.01 -2.15 -1.25
O -2.61 -1.93 0.02
C -1.67 -2.11 1.08
N -3.88 -3.66 -1.68
H -3.56 -0.47 -2.48
H -5.01 -1.40 -2.24
H -4.18 -1.52 -3.79
H -2.66 -2.94 -3.26
H -1.42 -1.25 -1.44
H -1.24 -2.93 -1.27
H -0.96 -1.29 0.88
H -1.07 -3.01 0.94
H -2.13 -1.98 2.06
H -3.73 -3.49 -0.68
H -4.82 -3.30 -1.65
O -1.19 3.28 -0.19
H -1.92 3.64 0.36
H -1.29 3.69 -1.06
O 1.88 2.88 -1.54
H 1.44 2.67 -0.71
H 2.81 2.96 -1.29
O 0.10 0.80 -0.62
H 0.59 0.63 0.19
H -0.27 1.69 -0.50
C -0.46 -0.22 -3.79
C 0.31 -1.54 -3.77
O -0.57 -2.57 -4.25
O 0.48 0.81 -3.59
H -1.29 -0.10 -3.10
H -0.90 -0.10 -4.78
H 0.67 -1.87 -2.79
H 1.23 -1.50 -4.36
H -0.24 -3.41 -3.93
H 0.66 1.00 -2.66
C 3.75 1.21 3.29
C 2.58 1.87 2.56
O 3.05 2.68 1.48
O 4.40 2.22 4.06
H 4.46 0.61 2.71
H 3.28 0.54 4.03
H 1.95 2.44 3.25
H 1.94 1.16 2.02
H 3.89 3.07 1.74
H 3.95 3.07 3.98
*
```

This record from OMol25 describes a structure of composition C16H55Ca2O27P3S2. The level of theory is ωB97M-V/def2-TZVPD.

Output
Lowest unoccupied orbital energy ... 0.306 eV
Energy relative to the best compared isomer or geometry (same formula, charge and spin) ... 0.0 kcal/mol
HOMO level ... -7.727 eV

Geometry as ORCA input:
```
! RIJCOSX wB97M-V def2-TZVPD def2/J DEFGRID3
* xyz 0 1
Ca -0.18 3.51 1.56
Ca -1.89 -1.11 1.67
S -2.43 1.89 3.51
O -1.84 0.62 3.12
O -2.73 1.89 4.96
O -1.61 3.04 3.11
O -3.68 1.98 2.72
S -0.08 0.32 0.02
O -0.12 1.78 0.17
O -1.38 -0.26 -0.28
O 0.96 -0.10 -0.90
O 0.15 -0.22 1.35
C 2.82 -2.43 0.56
O 2.98 -1.82 -0.70
H 3.21 -3.44 0.44
H 3.39 -1.94 1.35
H 1.78 -2.48 0.86
H 2.33 -1.10 -0.75
C 3.00 4.75 0.83
O 2.11 3.70 0.68
H 3.60 4.64 1.74
H 3.59 4.98 -0.06
H 2.43 5.66 1.07
H 2.48 3.04 0.07
C 4.19 1.26 -0.75
O 2.91 1.79 -1.13
H 4.53 0.38 -1.29
H 4.92 2.06 -0.87
H 4.13 0.99 0.31
H 2.22 1.16 -0.85
C -3.00 2.63 -0.50
O -2.44 3.26 0.65
H -2.50 2.97 -1.41
H -2.80 1.58 -0.31
H -4.06 2.87 -0.54
H -2.94 2.90 1.41
C 2.16 -0.69 -4.06
O 0.95 -0.99 -3.41
H 3.02 -1.05 -3.48
H 2.23 -1.13 -5.05
H 2.34 0.39 -4.07
H 1.00 -0.53 -2.56
C -2.36 -0.68 -3.44
O -3.07 -0.43 -2.26
H -1.61 0.04 -3.77
H -1.85 -1.65 -3.35
H -3.09 -0.88 -4.23
H -2.40 -0.35 -1.55
C 2.55 1.39 2.97
O 1.20 1.69 2.67
H 2.66 0.74 3.84
H 3.11 0.90 2.18
H 3.10 2.26 3.33
H 0.80 0.92 2.22
C 1.48 -5.53 2.19
O 1.60 -4.28 2.86
P 0.36 -3.41 3.39
O -0.60 -2.95 2.32
O -0.30 -4.27 4.57
C 0.47 -5.02 5.50
O 1.08 -2.21 4.16
C 0.30 -1.18 4.76
H 0.45 -5.69 1.87
H 1.90 -6.25 2.89
H 2.00 -5.54 1.23
H -0.09 -5.94 5.63
H 0.30 -4.55 6.48
H 1.55 -5.09 5.35
H 0.77 -0.87 5.69
H -0.70 -1.48 5.09
H 0.23 -0.34 4.07
C -2.26 -6.53 -0.45
O -2.35 -5.39 0.37
P -2.75 -3.98 -0.34
O -2.90 -2.82 0.57
O -1.66 -3.81 -1.50
C -0.28 -3.62 -1.19
O -4.07 -4.44 -1.11
C -4.77 -3.46 -1.88
H -2.35 -6.32 -1.52
H -3.04 -7.25 -0.22
H -1.29 -7.01 -0.34
H -0.01 -2.60 -1.48
H 0.28 -4.32 -1.81
H 0.03 -3.76 -0.15
H -4.48 -2.43 -1.65
H -5.83 -3.55 -1.69
H -4.51 -3.59 -2.93
C 0.19 2.85 -3.01
O -0.50 4.11 -3.10
P -0.06 5.29 -2.08
O -0.14 4.87 -0.65
O 1.41 5.69 -2.56
C 1.56 6.20 -3.88
O -0.96 6.56 -2.45
C -2.36 6.60 -2.27
H 0.44 2.52 -4.02
H -0.50 2.13 -2.58
H 1.11 2.88 -2.43
H 2.61 6.21 -4.16
H 1.26 7.25 -3.84
H 0.93 5.80 -4.68
H -2.85 6.78 -3.23
H -2.69 7.41 -1.63
H -2.80 5.66 -1.93
*
```

This record from OMol25 describes a cluster of 10 separate species, C16H56N4O10 in total. The level of theory is ωB97M-V/def2-TZVPD.

Output
Lowest unoccupied orbital energy ... 0.234 eV
Energy relative to the best compared isomer or geometry (same formula, charge and spin) ... 18.5 kcal/mol
HOMO level ... -8.671 eV
SMILES ... COC[C@H](C)N.COC[C@H](C)N.COC[C@H](C)N.COC[C@H](C)N.O.O.O.O.O.O

Geometry as ORCA input:
```
! RIJCOSX wB97M-V def2-TZVPD def2/J DEFGRID3
* xyz 0 1
C 15.91 -15.16 7.46
C 16.53 -14.88 6.09
C 17.16 -13.52 5.94
O 16.15 -12.59 6.19
C 16.62 -11.35 6.58
N 17.58 -15.91 5.83
H 16.69 -15.55 8.11
H 15.10 -15.88 7.34
H 15.44 -14.27 7.89
H 15.74 -14.97 5.32
H 17.55 -13.45 4.92
H 17.91 -13.45 6.73
H 17.18 -11.33 7.51
H 15.77 -10.67 6.56
H 17.28 -10.95 5.79
H 17.68 -15.99 4.81
H 17.21 -16.84 6.03
C 11.14 -11.67 12.02
C 10.22 -10.47 11.77
C 9.43 -10.13 12.95
O 10.30 -9.78 14.03
C 9.66 -9.78 15.26
N 10.94 -9.30 11.25
H 10.54 -12.55 12.28
H 11.85 -11.41 12.80
H 11.69 -11.96 11.12
H 9.50 -10.74 10.99
H 8.77 -10.93 13.32
H 8.80 -9.24 12.78
H 10.26 -9.32 16.04
H 9.45 -10.82 15.56
H 8.70 -9.24 15.21
H 11.12 -9.48 10.26
H 11.83 -9.21 11.72
C 16.74 -6.19 10.85
C 16.40 -7.58 11.46
C 17.18 -7.70 12.78
O 18.57 -7.77 12.58
C 19.28 -6.64 13.08
N 14.96 -7.67 11.78
H 17.80 -6.10 10.62
H 16.44 -5.37 11.50
H 16.17 -6.09 9.93
H 16.76 -8.32 10.76
H 16.86 -8.64 13.26
H 16.87 -6.91 13.48
H 18.76 -5.70 12.95
H 20.23 -6.63 12.54
H 19.52 -6.83 14.14
H 14.39 -7.80 10.95
H 14.68 -6.79 12.19
C 12.48 -12.74 3.48
C 12.23 -11.92 4.74
C 11.56 -12.81 5.77
O 11.02 -12.08 6.87
C 10.93 -12.88 8.04
N 13.49 -11.26 5.21
H 12.97 -12.17 2.70
H 11.57 -13.28 3.19
H 13.11 -13.59 3.78
H 11.49 -11.14 4.49
H 12.27 -13.58 6.12
H 10.78 -13.38 5.24
H 11.90 -12.94 8.54
H 10.62 -13.89 7.77
H 10.20 -12.43 8.71
H 13.60 -11.64 6.16
H 14.31 -11.74 4.81
O 13.02 -8.38 4.78
H 13.13 -9.35 4.63
H 13.77 -8.11 5.33
O 14.62 -10.62 11.48
H 14.03 -10.49 10.71
H 15.08 -9.77 11.62
O 13.99 -12.94 9.51
H 13.94 -11.98 9.40
H 14.33 -13.05 10.41
O 14.63 -7.09 6.63
H 15.37 -6.91 6.03
H 14.02 -6.34 6.50
O 13.54 -10.18 8.80
H 12.77 -10.53 8.31
H 13.84 -9.43 8.26
O 10.79 -9.69 8.35
H 10.53 -10.39 7.72
H 10.12 -9.00 8.26
*
```

This record from OMol25 describes a structure of composition C16H59BF4N3O12. The level of theory is ωB97M-V/def2-TZVPD.

Output
Lowest unoccupied orbital energy ... 2.270 eV
HOMO level ... -2.003 eV

Geometry as ORCA input:
```
! RIJCOSX wB97M-V def2-TZVPD def2/J DEFGRID3
* xyz -1 1
B 0.69 -0.55 0.43
F -0.30 -1.45 0.13
F 0.81 -0.48 1.79
F 1.85 -0.96 -0.17
F 0.44 0.70 -0.05
C 0.07 1.38 2.94
C 1.07 2.31 3.60
O 2.34 1.73 3.35
H -0.96 1.67 3.12
H 0.31 0.44 3.43
H 0.23 1.42 1.86
H 0.85 2.60 4.63
H 1.02 3.26 3.07
H 2.44 1.06 4.03
C 4.51 0.45 -1.81
C 3.23 -0.18 -1.37
O 2.46 0.68 -0.58
H 4.34 1.29 -2.48
H 5.06 -0.26 -2.43
H 5.14 0.66 -0.95
H 3.48 -1.08 -0.82
H 2.65 -0.53 -2.22
H 1.77 0.07 -0.31
O -2.11 -1.08 -0.78
H -2.37 -2.00 -0.75
H -1.86 -0.87 0.12
O 3.69 -0.90 1.49
H 2.93 -0.33 1.50
H 4.43 -0.32 1.65
O 0.19 -2.90 -1.15
H 1.07 -3.26 -1.05
H 0.17 -2.15 -0.54
O -1.57 0.79 0.91
H -1.42 1.69 0.62
H -0.73 0.35 0.79
O -1.07 -2.72 1.54
H -1.44 -3.01 0.71
H -1.64 -2.00 1.82
O 1.05 -2.65 1.41
H 0.11 -2.78 1.47
H 1.17 -1.97 0.75
O 2.42 0.62 1.64
H 2.19 1.08 2.45
H 1.60 0.26 1.32
C -2.33 2.07 -2.22
C -0.88 1.51 -1.98
C -0.07 2.43 -1.03
O -0.84 2.67 0.14
C -0.15 3.34 1.18
N -1.08 0.20 -1.38
H -2.82 1.40 -2.93
H -2.34 3.07 -2.66
H -3.10 2.00 -1.46
H -0.32 1.37 -2.90
H 0.15 3.40 -1.48
H 0.91 2.00 -0.83
H 0.36 4.25 0.88
H 0.75 2.83 1.53
H -0.73 3.48 2.09
H -1.52 0.44 -0.51
H -0.19 -0.18 -1.08
C -0.65 -0.87 2.82
C -2.12 -0.98 2.54
C -2.95 0.19 3.08
O -4.33 -0.05 2.88
C -5.17 0.85 3.47
N -2.23 -1.09 1.12
H -0.58 -0.68 3.89
H -0.27 0.01 2.31
H -0.03 -1.72 2.53
H -2.42 -1.91 3.01
H -2.67 1.11 2.57
H -2.70 0.25 4.14
H -5.06 0.75 4.55
H -6.17 0.63 3.10
H -4.99 1.89 3.21
H -1.73 -0.27 0.81
H -3.18 -0.91 0.84
C 1.08 -0.40 -2.22
C -0.02 -0.74 -3.23
C 0.48 -1.71 -4.32
O 1.39 -1.13 -5.18
C 1.73 -1.97 -6.26
N -1.07 -1.45 -2.51
H 0.80 0.27 -1.40
H 1.88 0.09 -2.77
H 1.64 -1.26 -1.87
H -0.46 0.17 -3.65
H -0.32 -2.12 -4.93
H 0.91 -2.62 -3.90
H 1.97 -3.00 -5.99
H 2.56 -1.58 -6.84
H 0.89 -2.00 -6.94
H -1.63 -1.81 -3.27
H -0.72 -2.29 -2.08
*
```

Gap between HOMO and LUMO in hartree, matching the order above: 0.2942 0.3438 0.2952 0.3273 0.1570